The following is a DFT calculation (ωB97M-V/def2-TZVPD) of 10 unconnected molecules or ions with the total composition C3H26N2O10S.

Properties
- DFT total energy (eV) = -37824.5238
- structure (SMILES) = NC(=O)NCCS.O.O.O.O.O.O.O.O.O
- energy above the lowest of the compared OMol25 structures with the same formula, charge and spin (kcal/mol) = 31.3

Structure (ORCA input):
```
! RIJCOSX wB97M-V def2-TZVPD def2/J DEFGRID3
* xyz 0 1
N -0.583 -0.923 2.924
C -0.167 -0.692 1.653
O -0.699 -1.245 0.692
N 0.854 0.186 1.428
C 1.728 0.715 2.446
C 3.047 -0.011 2.727
S 2.700 -1.760 3.124
H -1.300 -1.566 3.206
H 0.077 -0.780 3.672
H 1.213 0.135 0.496
H 1.243 0.920 3.394
H 2.047 1.671 2.020
H 3.594 0.508 3.499
H 3.762 0.010 1.902
H 3.812 -2.316 2.623
O -0.766 3.059 -1.588
H 0.201 3.129 -1.593
H -0.822 2.111 -1.399
O 0.435 -2.439 -1.697
H 0.346 -1.475 -1.721
H 0.046 -2.709 -0.858
O -3.185 -2.265 -0.879
H -3.999 -1.866 -1.193
H -2.532 -1.578 -0.698
O -3.683 0.992 -1.495
H -3.994 1.850 -1.792
H -3.541 1.005 -0.543
O 1.617 0.754 -2.926
H 1.839 -0.112 -2.574
H 0.671 0.902 -2.830
O -1.817 -2.641 -3.209
H -2.545 -3.140 -2.814
H -1.127 -3.107 -2.697
O -0.755 2.223 2.832
H -1.370 2.960 2.854
H -1.337 1.454 2.790
O -1.122 -0.271 -2.209
H -1.943 0.192 -1.995
H -1.377 -0.913 -2.906
O 3.370 2.669 -1.651
H 3.111 2.352 -0.779
H 2.953 2.012 -2.235
*
```

Computed natural (NBO) charges, given in elementary charges:
1 N -0.8540
2 C 0.7911
3 O -0.7141
4 N -0.6157
5 C -0.2444
6 C -0.5224
7 S -0.0793
8 H 0.4180
9 H 0.3892
10 H 0.4044
11 H 0.2223
12 H 0.2178
13 H 0.2211
14 H 0.2191
15 H 0.1440
16 O -0.9372
17 H 0.4727
18 H 0.4645
19 O -0.9782
20 H 0.4895
21 H 0.4920
22 O -0.9706
23 H 0.4726
24 H 0.4983
25 O -0.9645
26 H 0.4946
27 H 0.4832
28 O -0.9749
29 H 0.4790
30 H 0.5043
31 O -0.9714
32 H 0.4846
33 H 0.4954
34 O -0.9460
35 H 0.4737
36 H 0.4734
37 O -1.0374
38 H 0.4958
39 H 0.5205
40 O -0.9552
41 H 0.4491
42 H 0.4950



The following is a DFT calculation (ωB97M-V/def2-TZVPD) of a molecular structure, C3H26O22Y.

Properties
- DFT total energy (eV) = -49627.9065

Structure (ORCA input):
```
! RIJCOSX wB97M-V def2-TZVPD def2/J DEFGRID3
* xyz -3 1
Y -2.678 -1.517 6.734
C -5.242 -1.429 6.594
O -4.557 -1.195 7.792
O -4.559 -1.378 5.574
O -6.363 -2.011 6.659
C -0.943 -1.692 8.587
O -0.617 -1.609 7.298
O -2.110 -1.274 8.851
O -0.284 -2.525 9.294
C -1.930 -1.810 4.240
O -2.219 -2.831 5.173
O -1.896 -0.637 4.834
O -1.347 -2.070 3.142
O -3.228 -3.691 7.494
H -4.023 -4.226 7.453
H -2.788 -3.880 8.369
O -5.966 -4.448 7.685
H -6.196 -3.772 7.024
H -5.702 -5.134 7.064
O -5.994 1.563 6.812
H -5.650 1.470 5.950
H -5.390 1.764 7.516
O -5.867 -0.185 3.829
H -5.179 0.410 3.536
H -5.403 -0.792 4.530
O -5.629 0.312 9.500
H -6.354 0.753 9.087
H -5.274 -0.190 8.776
O -8.041 0.548 5.526
H -7.903 0.038 4.735
H -7.147 0.466 5.916
O -8.486 -2.362 5.141
H -9.175 -1.806 5.609
H -7.675 -2.189 5.617
O -3.655 -0.846 11.489
H -3.878 -0.847 10.573
H -2.688 -1.061 11.569
O -8.897 -3.662 7.955
H -8.820 -2.775 8.390
H -8.124 -3.755 7.416
O -5.781 -2.555 9.653
H -5.439 -3.354 9.193
H -5.436 -1.840 9.052
O -8.095 -1.149 8.477
H -7.525 -1.294 9.219
H -7.514 -1.448 7.727
O -2.790 0.913 7.034
H -2.529 1.690 6.507
H -3.239 1.358 7.770
O -4.465 -3.901 4.433
H -4.891 -3.028 4.511
H -3.603 -3.675 4.768
*
```

Computed natural (NBO) charges, given in elementary charges:
1 Y 1.8792
2 C 1.0094
3 O -0.8907
4 O -0.7633
5 O -0.8561
6 C 0.9162
7 O -0.8526
8 O -0.8580
9 O -0.8435
10 C 0.9557
11 O -0.9248
12 O -0.8576
13 O -0.7785
14 O -0.9356
15 H 0.5007
16 H 0.5119
17 O -0.9704
18 H 0.5091
19 H 0.4661
20 O -0.9698
21 H 0.4938
22 H 0.4853
23 O -1.0298
24 H 0.4574
25 H 0.4953
26 O -0.9889
27 H 0.4605
28 H 0.4863
29 O -0.9775
30 H 0.4836
31 H 0.4790
32 O -0.9948
33 H 0.4686
34 H 0.4959
35 O -0.9758
36 H 0.5014
37 H 0.4733
38 O -1.0023
39 H 0.4962
40 H 0.4699
41 O -1.0134
42 H 0.4779
43 H 0.4896
44 O -1.0133
45 H 0.4930
46 H 0.5043
47 O -0.8841
48 H 0.4812
49 H 0.4799
50 O -1.0131
51 H 0.4700
52 H 0.5030



The following is a DFT calculation (ωB97M-V/def2-TZVPD) of 10 unconnected molecules or ions with the total composition C3H28NO10S2.

Properties
- DFT total energy (eV) = -47194.9738
- energy above the lowest of the compared OMol25 structures with the same formula, charge and spin (kcal/mol) = 0.0

Structure (ORCA input):
```
! RIJCOSX wB97M-V def2-TZVPD def2/J DEFGRID3
* xyz 1 1
N 0.478 -1.501 1.132
C -0.079 -0.210 0.650
C 0.672 0.399 -0.539
O 0.475 -0.595 -1.565
C -0.228 0.805 1.794
S 1.216 1.540 2.683
S 2.772 1.963 1.545
H 0.642 -1.777 2.101
H 1.442 -1.593 0.773
H -0.039 -2.287 0.702
H -1.121 -0.356 0.372
H 1.732 0.485 -0.378
H 0.077 1.278 -0.736
H -0.006 -0.263 -2.345
H -0.688 1.663 1.301
H -0.864 0.437 2.587
H 3.572 0.869 1.506
H -0.162 3.507 -1.447
H -0.389 2.668 -2.539
O 0.360 3.020 -2.062
H 2.375 -1.916 4.141
H 3.119 -2.583 3.083
O 2.292 -2.091 3.193
H -3.754 -0.554 -0.982
H -3.068 0.752 -0.515
O -3.734 0.394 -1.112
H -1.735 -1.146 -3.795
H -2.137 0.242 -3.642
O -1.353 -0.303 -3.512
H 2.719 -1.889 -1.070
H 3.881 -0.936 -0.538
O 3.175 -1.541 -0.303
H 2.770 3.036 -1.849
H 3.351 2.137 -3.046
O 3.316 2.294 -2.111
H -1.562 -4.279 0.994
H -2.101 -2.815 0.613
O -1.422 -3.480 0.484
H -2.988 3.223 -1.305
H -2.596 1.964 -2.086
O -2.276 2.585 -1.423
H -2.573 -0.281 2.941
H -3.069 -1.641 3.477
O -2.499 -1.223 2.828
*
```

Computed natural (NBO) charges, given in elementary charges:
1 N -0.7413
2 C -0.0616
3 C -0.0934
4 O -0.7912
5 C -0.5477
6 S 0.0892
7 S -0.0837
8 H 0.4672
9 H 0.4623
10 H 0.4662
11 H 0.2004
12 H 0.2243
13 H 0.2157
14 H 0.5152
15 H 0.2283
16 H 0.2243
17 H 0.1202
18 H 0.4720
19 H 0.4702
20 O -0.9344
21 H 0.4893
22 H 0.4906
23 O -0.9673
24 H 0.4757
25 H 0.4799
26 O -0.9543
27 H 0.4899
28 H 0.4784
29 O -0.9461
30 H 0.5000
31 H 0.5026
32 O -0.9829
33 H 0.4941
34 H 0.4802
35 O -0.9727
36 H 0.5035
37 H 0.4928
38 O -0.9654
39 H 0.4946
40 H 0.4880
41 O -0.9780
42 H 0.4767
43 H 0.4931
44 O -0.9652



The following is a DFT calculation (ωB97M-V/def2-TZVPD) of 12 unconnected molecules or ions with the total composition C3H29NO13.

Properties
- DFT total energy (eV) = -31688.1501
- structure (SMILES) = CC(=O)NCO.O.O.O.O.O.O.O.O.O.O.O
- energy above the lowest of the compared OMol25 structures with the same formula, charge and spin (kcal/mol) = 121.0

Structure (ORCA input):
```
! RIJCOSX wB97M-V def2-TZVPD def2/J DEFGRID3
* xyz 0 1
C 3.789 0.022 1.542
C 2.512 0.355 2.081
O 2.277 0.870 3.158
N 1.380 -0.102 1.480
C 1.288 -0.491 0.020
O 1.910 -1.753 -0.195
H 4.115 0.856 0.826
H 3.809 -0.807 0.917
H 4.509 -0.181 2.340
H 0.481 0.102 1.924
H 1.902 0.213 -0.580
H 0.243 -0.663 -0.212
H 1.736 -2.497 0.351
O 2.291 1.837 -1.652
H 1.654 2.555 -1.763
H 2.381 1.588 -2.568
O 0.072 2.912 -2.715
H -0.442 3.410 -2.153
H 0.098 2.031 -2.422
O -3.484 0.433 -2.795
H -2.900 0.626 -1.983
H -2.891 0.501 -3.610
O -1.964 3.093 2.173
H -1.554 2.203 2.223
H -2.878 3.086 2.244
O 0.723 -1.165 -2.336
H 1.333 -1.749 -1.846
H 0.675 -1.461 -3.264
O -2.888 -2.142 2.232
H -1.961 -2.598 2.185
H -3.048 -2.261 1.245
O -1.384 0.280 -1.386
H -0.642 -0.051 -1.954
H -0.928 0.832 -0.732
O 0.006 3.249 -0.034
H 0.509 3.956 -0.057
H -0.425 2.970 0.683
O -1.590 0.207 2.475
H -1.880 0.443 3.374
H -2.124 -0.613 2.407
O -2.831 -2.563 -0.783
H -2.280 -1.899 -1.082
H -3.612 -2.334 -1.283
O 0.951 -4.214 0.598
H 0.382 -4.620 1.211
H 0.682 -4.470 -0.285
*
```

Computed natural (NBO) charges, given in elementary charges:
1 C -0.7297
2 C 0.6631
3 O -0.6256
4 N -0.6611
5 C 0.0330
6 O -0.7998
7 H 0.2499
8 H 0.2427
9 H 0.2473
10 H 0.4261
11 H 0.2442
12 H 0.1817
13 H 0.5117
14 O -0.9584
15 H 0.4895
16 H 0.4654
17 O -0.9418
18 H 0.4888
19 H 0.4685
20 O -0.9971
21 H 0.5041
22 H 0.4638
23 O -0.9777
24 H 0.4957
25 H 0.4782
26 O -1.0085
27 H 0.5192
28 H 0.4828
29 O -0.9552
30 H 0.4719
31 H 0.5101
32 O -0.9915
33 H 0.5136
34 H 0.4895
35 O -0.9700
36 H 0.4781
37 H 0.4927
38 O -1.0030
39 H 0.4767
40 H 0.5040
41 O -0.9559
42 H 0.4831
43 H 0.4854
44 O -0.9514
45 H 0.4813
46 H 0.4846



The following is a DFT calculation (ωB97M-V/def2-TZVPD) of a molecular structure, C3H2AgFLiO3.

Properties
- ⟨S²⟩ = 0.75
- DFT total energy (eV) = -16206.5840
- energy above the lowest of the compared OMol25 structures with the same formula, charge and spin (kcal/mol) = 1.2

Structure (ORCA input):
```
! RIJCOSX wB97M-V def2-TZVPD def2/J DEFGRID3
* xyz 0 2
O 1.880 0.119 -0.216
C 0.689 0.211 -0.036
C -0.635 -2.187 -2.402
O 0.017 0.870 0.814
O -0.213 -0.598 -0.746
C 0.225 -1.427 -1.735
Ag 0.567 2.127 3.149
F -1.943 -2.186 -2.095
H -0.366 -2.809 -3.252
H 1.296 -1.452 -1.922
Li -1.721 0.051 0.445
*
```

Computed natural (NBO) charges, given in elementary charges:
1 O -0.6511
2 C 0.9603
3 C 0.1429
4 O -0.9012
5 O -0.6322
6 C 0.0393
7 Ag 0.0019
8 F -0.3438
9 H 0.1838
10 H 0.2352
11 Li 0.9649



The following is a DFT calculation (ωB97M-V/def2-TZVPD) of a molecular structure, C3H2AgO3.

Properties
- ⟨S²⟩ = 2.01
- DFT total energy (eV) = -13273.9450
- energy above the lowest of the compared OMol25 structures with the same formula, charge and spin (kcal/mol) = 0.0

Structure (ORCA input):
```
! RIJCOSX wB97M-V def2-TZVPD def2/J DEFGRID3
* xyz 1 3
O 3.838 -0.186 0.010
C 2.737 -0.002 -0.041
O -1.014 -0.860 0.593
C -2.174 -0.459 0.237
C -2.282 0.747 -0.511
O -1.212 1.362 -0.848
H -3.257 1.105 -0.863
Ag 0.377 0.360 -0.168
H -3.076 -0.896 0.688
*
```

Computed natural (NBO) charges, given in elementary charges:
1 O -0.3361
2 C 0.4452
3 O -0.5467
4 C 0.1868
5 C 0.2019
6 O -0.5682
7 H 0.2188
8 Ag 1.1769
9 H 0.2214



The following is a DFT calculation (ωB97M-V/def2-TZVPD) of a molecular structure, C3H2Br2F6NO4PtS2.

Properties
- DFT total energy (eV) = -194119.1737
- energy above the lowest of the compared OMol25 structures with the same formula, charge and spin (kcal/mol) = 33.4

Structure (ORCA input):
```
! RIJCOSX wB97M-V def2-TZVPD def2/J DEFGRID3
* xyz 1 1
Pt 0.052 -0.023 -0.370
Br 2.491 0.454 0.203
C 2.103 2.333 0.079
Br 0.232 2.512 -0.341
H 2.682 2.752 -0.732
H 2.285 2.784 1.044
F -3.617 0.132 -3.345
C -3.284 0.634 -2.176
F -4.327 1.162 -1.560
F -2.336 1.553 -2.339
S -2.718 -0.714 -1.054
O -2.230 -0.044 0.169
O -3.764 -1.668 -0.964
N -1.353 -1.159 -1.843
S -0.639 -2.541 -1.428
O -1.434 -3.711 -1.386
O 0.159 -2.135 -0.205
C 0.576 -2.734 -2.807
F 1.350 -1.677 -2.948
F 1.297 -3.788 -2.460
F -0.104 -2.953 -3.909
*
```

Computed natural (NBO) charges, given in elementary charges:
1 Pt 0.8874
2 Br 0.2839
3 C -0.5254
4 Br 0.3040
5 H 0.2660
6 H 0.2670
7 F -0.2747
8 C 0.7567
9 F -0.2804
10 F -0.3095
11 S 2.1925
12 O -0.9509
13 O -0.8202
14 N -1.2334
15 S 2.1755
16 O -0.7934
17 O -0.8748
18 C 0.7725
19 F -0.2915
20 F -0.2813
21 F -0.2701



The following is a DFT calculation (ωB97M-V/def2-TZVPD) of 2 unconnected molecules or ions with the total composition C3H2Br2O.

Properties
- DFT total energy (eV) = -145271.8256
- energy above the lowest of the compared OMol25 structures with the same formula, charge and spin (kcal/mol) = 68.5

Structure (ORCA input):
```
! RIJCOSX wB97M-V def2-TZVPD def2/J DEFGRID3
* xyz 0 1
C -0.132 -0.178 0.011
C -1.425 -0.550 -0.378
C -2.373 -1.159 0.347
O -3.284 -1.447 0.982
Br -2.107 -0.700 -2.288
Br -0.636 -3.845 0.055
H 0.345 0.562 -0.439
H 0.368 -0.736 0.751
*
```

Computed natural (NBO) charges, given in elementary charges:
1 C -0.1256
2 C -0.3015
3 C 0.8219
4 O -0.2988
5 Br 0.1574
6 Br -0.7103
7 H 0.2066
8 H 0.2502



The following is a DFT calculation (ωB97M-V/def2-TZVPD) of C3H2Br2P2 in the gas phase.

Properties
- DFT total energy (eV) = -161804.5493
- structure (SMILES) = BrC1=P(Br)=PC=C1
- energy above the lowest of the compared OMol25 structures with the same formula, charge and spin (kcal/mol) = 0.0

Structure (ORCA input):
```
! RIJCOSX wB97M-V def2-TZVPD def2/J DEFGRID3
* xyz 0 1
Br 2.206 -1.719 -2.571
C 1.258 -0.180 -1.883
P 0.864 1.255 -2.910
Br 2.968 1.434 -3.915
P -0.135 2.434 -1.248
C -0.175 0.945 -0.364
C 0.555 -0.180 -0.733
H -0.755 1.091 0.608
H 0.541 -1.087 0.006
*
```

Computed natural (NBO) charges, given in elementary charges:
1 Br 0.1085
2 C -0.3936
3 P 0.4749
4 Br -0.1774
5 P 0.3847
6 C -0.5725
7 C -0.3236
8 H 0.2584
9 H 0.2406



The following is a DFT calculation (ωB97M-V/def2-TZVPD) of 2 unconnected molecules or ions with the total composition C3H2Br2S2.

Properties
- DFT total energy (eV) = -164895.2669
- structure (SMILES) = C#CSBr.S=CBr
- energy above the lowest of the compared OMol25 structures with the same formula, charge and spin (kcal/mol) = 58.4

Structure (ORCA input):
```
! RIJCOSX wB97M-V def2-TZVPD def2/J DEFGRID3
* xyz 0 1
C 1.483 -0.018 0.903
C 0.753 0.846 1.278
S -0.440 1.830 1.879
Br -1.935 0.214 1.932
H 2.398 -0.482 1.018
S 0.879 -1.171 -2.310
C -0.415 -0.494 -1.669
Br -2.164 -0.415 -2.451
H -0.559 -0.311 -0.579
*
```

Computed natural (NBO) charges, given in elementary charges:
1 C -0.1759
2 C -0.3141
3 S 0.3045
4 Br -0.0464
5 H 0.2362
6 S 0.1521
7 C -0.4352
8 Br 0.0617
9 H 0.2170



The lowest DFT total energy belongs to which entry? C3H2Br2F6NO4PtS2



Among the records above, which one has the lowest DFT total energy? C3H2Br2F6NO4PtS2



Which formula does entry 5 have? C3H2AgFLiO3